(1)
14
Properties=species:S:1:pos:R:3 method="wB97M-V/def2-TZVPD" e_homo_ev=0.24 largest_force_ev_per_a=3.46 charge=-2 total_energy_ev=-18169.1798 multiplicity=1 de_lowest_kj_mol=26.8 orbital_gap_ev=5.8006
C -0.45021 0.01543 0.18896
O -1.58203 0.67810 -0.45354
C 0.74079 0.12194 -0.85784
C 2.00103 -0.57655 -0.31999
S 3.57078 -0.55687 -1.35320
H -0.14468 0.58381 1.08372
H -0.70747 -1.02537 0.37603
H 0.88577 1.18082 -1.04941
H 0.47939 -0.27974 -1.85817
H 1.74683 -1.62631 -0.15376
H 2.12004 -0.17720 0.71005
H -2.37500 0.50425 0.27787
H -3.14851 0.97383 1.97883
O -3.13674 0.18388 1.43044

=====

(2)
62
Properties=species:S:1:pos:R:3 method="wB97M-V/def2-TZVPD" e_homo_ev=-9.58 largest_force_ev_per_a=4.33 total_energy_ev=-109038.4857 multiplicity=1 de_lowest_kj_mol=1891.7 orbital_gap_ev=1.8017
Y -0.04770 0.29226 -0.22607
Cl 5.12713 2.74207 -4.57964
O 5.56592 1.44736 -5.05390
O 4.54049 3.56562 -5.58655
O 4.11098 2.47360 -3.57472
O 6.21413 3.47632 -4.02400
Cl -2.65354 0.29393 -6.58894
O -2.14407 0.67582 -5.28342
O -1.53802 -0.25531 -7.35231
O -3.63816 -0.72750 -6.46315
O -3.15474 1.44159 -7.28768
C -2.32042 6.58229 -0.37563
F -1.28934 7.44477 -0.43158
F -3.37734 7.28212 -0.09926
F -2.43949 5.96193 -1.55887
S -1.98331 5.27796 1.02525
O -2.65794 5.65308 2.25318
O -2.35512 3.97035 0.48345
N -0.25023 4.85141 0.99507
S 0.31857 5.95010 1.96431
O -0.31889 7.26522 1.98898
O 0.50681 5.35105 3.28444
C 2.09653 6.29402 1.17638
F 2.77047 5.11436 1.19348
F 1.96962 6.71320 -0.09563
F 2.81098 7.23528 1.93476
C 0.92307 -5.19974 -4.17028
C 1.80534 -4.11164 -3.56680
O 1.44104 -3.89721 -2.21786
H 1.03740 -6.07316 -3.52827
H 1.23233 -5.39042 -5.19795
H -0.12573 -4.90376 -4.19321
H 1.82470 -3.18049 -4.13309
H 2.85858 -4.37588 -3.47213
H 1.88427 -4.55870 -1.68160
C -3.77526 -0.49882 5.33872
C -2.27479 -0.59911 5.53616
O -1.65677 -1.05605 4.39834
H -4.19911 0.00222 6.20901
H -4.28774 -1.43797 5.13028
H -4.01258 0.09869 4.45851
H -2.02601 -1.23462 6.38606
H -1.91185 0.40696 5.74640
H -1.47690 -1.96222 4.65930
C -5.13849 -5.27343 0.74057
C -4.31167 -4.64235 -0.39549
O -4.11914 -3.29047 -0.18013
H -4.53721 -5.35268 1.64626
H -5.37983 -6.31992 0.55422
H -6.06484 -4.76640 1.01056
H -4.87053 -4.71663 -1.32836
H -3.37789 -5.16683 -0.59819
H -5.01919 -2.97901 -0.05970
C 5.79615 -2.60278 3.05295
C 5.66010 -1.23952 2.34439
O 4.33799 -0.83948 2.48018
H 6.84241 -2.86396 3.21178
H 5.26278 -3.45639 2.63465
H 5.34346 -2.51157 4.04030
H 5.88238 -1.26766 1.27767
H 6.31476 -0.45829 2.73066
H 4.25543 -0.65384 3.41843

=====

Repeat the first record exactly.
14
Properties=species:S:1:pos:R:3 method="wB97M-V/def2-TZVPD" e_homo_ev=0.24 largest_force_ev_per_a=3.46 charge=-2 total_energy_ev=-18169.1798 multiplicity=1 de_lowest_kj_mol=26.8 orbital_gap_ev=5.8006
C -0.45021 0.01543 0.18896
O -1.58203 0.67810 -0.45354
C 0.74079 0.12194 -0.85784
C 2.00103 -0.57655 -0.31999
S 3.57078 -0.55687 -1.35320
H -0.14468 0.58381 1.08372
H -0.70747 -1.02537 0.37603
H 0.88577 1.18082 -1.04941
H 0.47939 -0.27974 -1.85817
H 1.74683 -1.62631 -0.15376
H 2.12004 -0.17720 0.71005
H -2.37500 0.50425 0.27787
H -3.14851 0.97383 1.97883
O -3.13674 0.18388 1.43044